[1]
Below is 2 unconnected molecules or ions with the total composition C21H26Cl2N6O5, with properties calculated with wB97M-V/def2-TZVPD.

Results
* maximum force: 2.6 eV Å⁻¹
* net charge: 0
* SMILES: NC(=O)c1cc([N+](=O)[O-])c(Cl)cc1NCc1ccc(Cl)nc1.CNC(=O)[C@@H](NC(C)=O)C(C)C
* energy: -66420.967 eV
* gap between HOMO and LUMO: 8.3 eV
* E_LUMO: -0.844 eV

Each line ends with the Löwdin charge.
CARTESIAN COORDINATES (ANGSTROEM)
N1 1.33577 1.42544 -5.41932  0.1607
C1 2.04655 0.99621 -4.33578  -0.4720
O1 2.98160 0.26720 -4.62803  0.0418
C2 1.74250 1.43118 -2.96348  -0.0618
C3 0.48393 1.99320 -2.68400  0.0794
C4 0.13606 2.45108 -1.40061  -0.1983
N2 -1.13838 3.01789 -1.19556  -0.3547
O2 -2.09618 2.51467 -1.79574  0.0652
O3 -1.22990 4.00362 -0.45927  0.0506
C5 1.07750 2.30111 -0.36070  -0.5276
Cl1 0.74549 2.73267 1.30510  0.7457
C6 2.32034 1.73472 -0.63290  -0.0267
C7 2.67038 1.31225 -1.91309  -0.1726
N3 3.92606 0.76150 -2.14231  0.0553
C8 5.15126 1.12550 -1.41713  -0.1334
C9 5.44541 0.08262 -0.37620  -0.2101
C10 5.67429 0.43003 0.95794  -0.0235
C11 5.96857 -0.59133 1.85872  -0.0911
C12 6.02990 -1.91590 1.41739  -0.7225
Cl2 6.40696 -3.17750 2.55959  0.6596
N4 5.81282 -2.24262 0.13523  0.0613
C13 5.52260 -1.26892 -0.74129  -0.0756
H1 0.75898 2.25258 -5.31832  0.0985
H2 1.75648 1.21174 -6.31882  0.1219
H3 -0.25442 2.08235 -3.47711  0.1265
H4 3.01245 1.60328 0.18874  0.1055
H5 4.03806 0.39182 -3.09836  0.1110
H6 5.99044 1.18270 -2.11891  0.1333
H7 5.05248 2.11637 -0.96009  0.1231
H8 5.62927 1.46423 1.29153  0.1189
H9 6.15391 -0.37509 2.90516  0.1023
H10 5.35431 -1.54748 -1.77728  0.1196
C14 -2.63215 -4.64963 0.72310  -0.0531
N5 -3.17892 -3.29855 0.83252  0.0209
C15 -2.95833 -2.48506 1.87342  -0.4744
O4 -2.27002 -2.81251 2.83620  0.0644
C16 -3.57524 -1.08399 1.81233  -0.1998
N6 -4.24878 -0.78921 3.09165  0.1245
C17 -5.44624 -0.24011 3.29761  -0.5587
C18 -6.32891 0.13141 2.12186  0.0050
O5 -5.85105 -0.04814 4.43255  0.0347
C19 -2.47041 -0.04908 1.50360  -0.3497
C20 -1.78482 -0.34930 0.16310  -0.0503
C21 -2.99520 1.39136 1.44733  -0.0584
H11 -2.79036 -5.04325 -0.28173  0.0836
H12 -3.11924 -5.30422 1.44815  0.0878
H13 -1.56095 -4.63299 0.93612  0.0883
H14 -3.74896 -2.95747 0.07553  0.1336
H15 -4.29638 -1.06333 0.99810  0.1365
H16 -3.74761 -1.04730 3.93069  0.1555
H17 -5.82829 0.87241 1.50544  0.0654
H18 -7.25655 0.55539 2.50364  0.0863
H19 -6.55479 -0.75922 1.54059  0.0799
H20 -1.71697 -0.09733 2.29066  0.1432
H21 -1.29617 -1.32288 0.18886  0.0791
H22 -1.00880 0.38919 -0.01658  0.0515
H23 -2.50703 -0.31770 -0.65261  0.0894
H24 -3.46076 1.66476 2.39379  0.0825
H25 -2.16137 2.07222 1.28491  0.0410
H26 -3.71121 1.50743 0.63410  0.0808

[2]
Below is 3 unconnected molecules or ions with the total composition C21H26ClF16NO6P, with properties calculated with wB97M-V/def2-TZVPD.

Results
* maximum force: 2.3 eV Å⁻¹
* net charge: +1
* energy: -101255.663 eV
* gap between HOMO and LUMO: 8.5 eV
* E_LUMO: -3.237 eV

Each line ends with the Löwdin charge.
CARTESIAN COORDINATES (ANGSTROEM)
C1 -2.90716 2.27642 0.53836  0.0613
C2 -3.19457 1.21659 -0.25454  -0.2279
C3 -2.44289 1.01387 -1.56231  -0.2230
P1 -2.21255 -0.69452 -2.03182  1.0777
C4 -0.74479 -0.70624 -3.12425  -0.2567
O1 0.27634 -0.09387 -2.37253  -0.2164
C5 1.40228 -0.95664 -2.18096  -0.0570
C6 -3.58856 -1.28935 -3.09548  -0.1881
C7 -4.80815 -0.38862 -3.12823  -0.8117
O2 -5.10302 0.21120 -4.13168  0.0668
Cl1 -5.81320 -0.20866 -1.69008  0.7768
N1 -1.85440 -1.71382 -0.72024  -0.0422
C8 -1.52742 -3.05066 -1.17170  -0.4918
C9 -1.05828 -3.98900 -0.09563  0.0379
O3 -1.65200 -3.39701 -2.31783  0.1030
C10 -3.00661 -1.85708 0.25254  -0.4750
C11 -2.66252 -1.48432 1.65330  0.0251
O4 -4.07402 -2.23900 -0.13633  0.1200
H1 -3.00123 3.29671 0.20207  0.0794
H2 -2.54044 2.04239 1.53399  0.0564
H3 -3.94830 0.51610 0.06710  0.0506
H4 -1.49096 1.52002 -1.53784  0.1038
H5 -3.01497 1.45696 -2.38940  0.1147
H6 -0.95523 -0.04888 -3.96361  0.1273
H7 -0.48383 -1.70912 -3.43291  0.1042
H8 2.12614 -0.45140 -1.57038  0.0843
H9 1.80795 -1.20064 -3.15550  0.0880
H10 1.12839 -1.88697 -1.68580  0.0916
H11 -3.22490 -1.35725 -4.11110  0.1140
H12 -3.86851 -2.28505 -2.78156  0.0984
H13 -0.43437 -3.47929 0.62287  0.0936
H14 -1.95749 -4.37827 0.37306  0.1066
H15 -0.57960 -4.82630 -0.57698  0.1018
H16 -2.08727 -0.56849 1.59892  0.0811
H17 -3.55066 -1.31001 2.23779  0.1021
H18 -2.00956 -2.24591 2.06347  0.0970
C12 -4.05455 3.13739 6.67326  -0.0364
C13 -3.79659 2.65881 5.22876  -0.4401
C14 -2.83907 1.48287 5.01816  -0.2938
F1 -1.59187 1.75399 5.42199  0.1109
F2 -2.77157 1.20684 3.68114  0.0540
F3 -3.41151 3.70460 4.46870  0.1331
F4 -4.99990 2.23950 4.74231  0.1023
O5 -3.35227 4.28226 7.13871  0.0468
C15 -2.10054 4.19096 7.71701  -0.5399
C16 -1.04853 4.96053 6.91303  -0.2858
F5 -0.95429 4.47472 5.65837  0.0961
F6 0.15526 4.82019 7.50514  0.1071
F7 -1.74176 2.91134 7.92619  0.1511
F8 -2.18401 4.77355 8.92724  0.1560
H19 -5.09442 3.46033 6.67120  0.1505
H20 -4.00584 2.31570 7.38722  0.1475
H21 -3.19107 0.58755 5.53670  0.1745
H22 -1.30873 6.01929 6.86175  0.1773
C17 5.90291 -1.98215 -4.94431  -0.0404
C18 5.22586 -1.93266 -3.55767  -0.4340
C19 4.96005 -0.56012 -2.93140  -0.3076
F9 6.08582 0.11943 -2.69185  0.1175
F10 4.33575 -0.73695 -1.73217  0.0703
F11 5.90920 -2.70712 -2.69682  0.1436
F12 3.99106 -2.50803 -3.71323  0.0845
O6 7.29592 -2.25060 -5.00419  0.0466
C20 8.24215 -1.24512 -4.91862  -0.5379
C21 9.15234 -1.42542 -3.70027  -0.2875
F13 8.43379 -1.40675 -2.56086  0.1008
F14 10.03732 -0.40891 -3.65353  0.1082
F15 7.67403 -0.02642 -4.95192  0.1516
F16 9.01543 -1.34241 -6.01594  0.1550
H23 5.45667 -2.84647 -5.43431  0.1486
H24 5.63004 -1.12480 -5.55939  0.1464
H25 4.31055 0.04426 -3.57195  0.1720
H26 9.68874 -2.37407 -3.76326  0.1774

[3]
Below is C21H26F11IN3O5P in the gas phase, with properties calculated with wB97M-V/def2-TZVPD.

Results
* maximum force: 10.2 eV Å⁻¹
* net charge: 0
* SMILES: CC(=O)OCCCCC[C@]1(C(=O)NC(=O)F)[C@](I)([C@@H](C)F)NC(=O)[C@@]1(CCC(F)(F)C(F)(F)C(F)(F)C(F)(F)F)[PH2]=N
* energy: -84170.731 eV
* gap between HOMO and LUMO: 8.1 eV
* E_LUMO: -1.285 eV

Each line ends with the Löwdin charge.
CARTESIAN COORDINATES (ANGSTROEM)
C1 1.88140 -6.70378 -0.32938  -0.0226
C2 3.23344 -5.90158 0.19957  -0.3042
O1 3.99053 -6.28670 1.23046  -0.0077
O2 3.57216 -4.63829 -0.51589  -0.1228
C3 2.59738 -3.66282 0.03558  -0.2052
C4 3.31539 -2.40019 0.81007  -0.1433
C5 3.13649 -1.07802 -0.17618  -0.2005
C6 1.80131 -0.15970 0.23883  -0.1742
C7 1.59296 0.95332 -0.93662  -0.0997
C8 0.86367 2.36771 -0.41730  -0.2145
C9 0.54100 3.04096 -1.91601  -0.2532
O3 1.55537 3.52375 -2.68716  -0.0141
N1 -0.83771 3.10439 -2.54250  0.0937
C10 -1.14608 1.89911 -3.40417  -0.1707
O4 -0.17823 1.22700 -4.08011  0.0254
F1 -2.58738 1.46974 -3.54370  -0.0143
C11 1.75297 3.40187 0.50721  -0.5863
I1 1.53926 5.59200 0.12398  0.9572
C12 3.40100 3.28417 0.50034  -0.2967
C13 4.01165 2.18611 1.55213  -0.0559
F2 3.97399 3.16835 -0.89330  -0.1065
N2 1.18590 3.34788 1.94165  -0.0239
C14 0.16409 2.23431 1.99112  -0.3087
O5 0.01598 1.49954 3.09316  0.0088
C15 -0.52152 2.19061 0.50522  -0.3200
C16 -1.53528 0.93156 0.11232  -0.1511
C17 -2.45024 0.39509 1.35573  -0.0700
C18 -4.01358 0.07350 1.01173  -0.1894
F3 -4.55179 0.71517 -0.20686  0.0068
F4 -4.81804 0.63649 2.16067  -0.0156
C19 -4.39776 -1.53199 0.96135  -0.0838
F5 -5.87911 -1.59452 1.25232  0.0155
F6 -3.76081 -2.32713 2.06798  0.0209
C20 -4.15358 -2.24478 -0.49423  -0.0775
F7 -3.07624 -1.61501 -1.31111  0.0374
F8 -3.65986 -3.64132 -0.19583  0.0169
C21 -5.50472 -2.43658 -1.40876  -0.1241
F9 -5.02371 -2.95328 -2.74468  0.0195
F10 -6.23677 -1.17932 -1.70667  0.0552
F11 -6.42316 -3.52218 -0.89924  0.0373
P1 -1.69966 3.73762 0.62027  0.7755
N3 -3.25758 3.38243 0.38101  -0.3001
H1 0.97355 -6.21298 0.26299  0.0951
H2 1.91667 -7.85975 -0.07317  0.1061
H3 1.69539 -6.47991 -1.46774  0.0981
H4 1.97665 -3.27291 -0.89900  0.1362
H5 1.82277 -4.14593 0.78322  0.1282
H6 2.93752 -2.21641 1.90332  0.1213
H7 4.47607 -2.67024 0.87550  0.1344
H8 3.00781 -1.39700 -1.31681  0.1265
H9 4.13975 -0.47931 -0.11793  0.0945
H10 0.92504 -0.94383 0.34914  0.1180
H11 2.01075 0.26014 1.30968  0.0962
H12 0.80472 0.48984 -1.70409  0.1263
H13 2.56479 1.14259 -1.56021  0.1406
H14 -1.02267 4.00921 -3.02828  0.1541
H15 3.78753 4.34817 0.88096  0.0929
H16 4.60404 1.37014 0.93649  0.0852
H17 3.24659 1.74466 2.31871  0.0825
H18 4.84167 2.74154 2.20653  0.1027
H19 0.76227 4.27271 2.21341  0.0417
H20 -2.14902 1.31679 -0.82706  0.1013
H21 -0.93839 -0.01998 -0.29366  0.1112
H22 -2.42751 1.16689 2.23779  0.1291
H23 -1.90908 -0.58409 1.77267  0.1498
H24 -1.32415 4.65707 -0.46260  -0.0210
H25 -1.49914 4.36093 1.91399  0.0302
H26 -3.63676 3.91615 -0.45687  0.0052

[4]
Below is 4 unconnected molecules or ions with the total composition C21H26F18N3O6, with properties calculated with wB97M-V/def2-TZVPD.

Results
* maximum force: 2.4 eV Å⁻¹
* net charge: +1
* energy: -87861.286 eV
* gap between HOMO and LUMO: 6.9 eV
* E_LUMO: -5.294 eV
* energy above the lowest of the compared OMol25 structures with the same formula, charge and spin: 43.2 kcal/mol

Each line ends with the Löwdin charge.
CARTESIAN COORDINATES (ANGSTROEM)
N1 4.14961 -2.51841 0.46409  0.2665
C1 4.08254 -3.79894 0.22812  -0.2513
N2 5.03740 -4.54615 -0.48790  0.0925
C2 4.38380 -5.76799 -1.01155  -0.0855
C3 2.95408 -5.59508 -0.41744  -0.3062
C4 2.17872 -6.83239 0.11699  -0.0995
C5 0.64594 -6.77096 -0.07100  -0.0372
C6 -0.14369 -6.37046 1.16941  -0.4506
F1 0.52192 -6.65623 2.29142  0.1358
F2 -1.22764 -7.15838 1.21604  0.1310
C7 -0.64234 -4.88722 1.30312  -0.3869
F3 0.18695 -4.26007 2.14827  0.1498
F4 -1.81953 -4.85928 1.88469  0.2009
C8 -0.70457 -4.00312 0.04212  -0.3610
F5 0.48902 -3.76187 -0.49235  0.1513
F6 -1.15310 -2.81881 0.44164  0.1645
C9 -1.67519 -4.49541 -1.10527  -0.5992
F7 -0.99645 -4.56568 -2.22894  0.1925
F8 -2.61561 -3.61090 -1.31488  0.2029
F9 -2.25982 -5.62825 -0.84626  0.2281
N3 3.04082 -4.65376 0.69070  0.1107
H1 4.17811 -1.86575 -0.30792  0.1535
H2 4.11769 -2.22048 1.43088  0.1232
H3 5.59647 -4.88454 0.30396  0.1676
H4 4.33404 -5.84930 -2.09227  0.1291
H5 4.76234 -6.71934 -0.62856  0.1313
H6 2.33608 -5.28726 -1.26577  0.1388
H7 2.52276 -7.68936 -0.47024  0.1261
H8 2.49582 -7.03196 1.14234  0.1214
H9 0.33208 -7.78674 -0.30818  0.1414
H10 0.43844 -6.18981 -0.96862  0.1120
H11 3.36282 -5.06021 1.57082  0.1632
C10 -3.83939 -0.85969 -0.09375  -0.0557
C11 -2.96276 0.33154 0.22838  -0.1960
O1 -3.53506 1.55362 -0.26827  0.0333
C12 -4.49467 2.09428 0.47918  -0.3891
O2 -4.91475 1.65555 1.50810  0.1812
C13 -4.96792 3.40793 -0.15589  -0.5239
F10 -5.17400 3.28906 -1.47762  0.1656
F11 -4.05352 4.39039 0.01051  0.1407
F12 -6.11385 3.82868 0.37874  0.1687
H12 -4.04061 -0.90808 -1.16502  0.0895
H13 -3.35611 -1.78202 0.21672  0.0537
H14 -4.80243 -0.78870 0.41151  0.0843
H15 -1.99898 0.22752 -0.26826  0.1225
H16 -2.76997 0.41086 1.29841  0.1280
C14 6.69969 3.90609 0.94560  -0.0552
C15 5.57048 3.69622 1.93109  -0.1798
O3 4.98801 2.37943 1.78506  0.0372
C16 5.64108 1.38497 2.36234  -0.4057
O4 6.65705 1.46003 2.98517  0.1906
C17 4.86865 0.07532 2.15215  -0.5049
F13 4.45004 -0.08079 0.86781  0.1178
F14 3.77506 0.01616 2.92070  0.1805
F15 5.61174 -1.00279 2.44800  0.1527
H17 6.35732 3.71964 -0.07325  0.0849
H18 7.07565 4.92589 1.01077  0.0893
H19 7.52559 3.22156 1.13971  0.0789
H20 4.76727 4.40264 1.73381  0.1290
H21 5.89638 3.85295 2.95848  0.1300
C18 -5.57835 6.76887 -0.64598  -0.0495
C19 -5.21691 6.82302 -2.11468  -0.1897
O5 -5.48948 8.12107 -2.67459  0.0351
C20 -4.57584 9.05818 -2.44434  -0.3956
O6 -3.56444 8.91506 -1.82035  0.1681
C21 -4.98433 10.36590 -3.13696  -0.5329
F16 -6.27851 10.65520 -2.92622  0.1626
F17 -4.79920 10.27427 -4.46670  0.1612
F18 -4.26088 11.39703 -2.69551  0.1687
H22 -6.61681 7.06951 -0.49625  0.0941
H23 -5.43873 5.76804 -0.25836  0.0319
H24 -4.96026 7.45119 -0.06136  0.0881
H25 -5.83083 6.11866 -2.67371  0.1265
H26 -4.17492 6.54984 -2.28264  0.1264

Computed values of HOMO level (unit: eV) for the preceding records, in sequence: -9.14; -11.76; -9.41; -12.24.